# 1
91
Properties=species:S:1:pos:R:3:forces:R:3 method="wB97M-V/def2-TZVPD" largest_force_ha_per_bohr=0.0429 total_energy_ev=-112975.058 lumo_ha=-0.1818 total_charge=+1 homo_energy_ev=-12.74
O 1.29552 6.33556 -2.58870 0.190 -0.191 0.787
O 4.51728 1.72988 -2.47970 -1.376 0.510 0.369
O 1.04911 5.10929 5.19791 -0.276 -0.018 -0.525
O -0.89779 4.05474 4.15097 -0.130 -0.156 -0.019
O 1.77529 -3.69483 -4.92169 0.260 0.127 -0.230
H -1.99223 -0.39310 -1.89075 0.236 -0.081 -0.017
C -2.68607 0.40825 1.22669 -1.373 0.760 -0.441
C -0.26073 3.63030 0.35217 -1.101 0.236 0.784
C 1.95327 6.06130 -1.43906 0.921 0.871 0.351
H 3.01768 4.91721 2.57962 -0.038 -0.217 0.016
H 0.18970 1.72379 0.88991 -0.003 -0.018 -0.009
H 1.46448 5.78664 2.56451 0.027 0.026 0.024
C 0.21941 -2.51777 3.78503 0.309 0.229 -0.256
H -4.98366 -6.45333 -2.46711 0.026 0.016 -0.039
C 0.69979 -2.70702 2.31198 -0.209 -0.143 0.337
C 0.19471 4.76171 -0.24938 0.725 0.363 -0.501
H -1.61561 0.63314 1.32338 -0.040 -0.270 0.206
O 1.34770 3.82006 3.17247 0.140 0.038 0.206
H -3.22403 3.22679 -0.60788 0.309 -0.053 -0.217
C 0.31519 -2.15525 -0.17742 -0.589 0.338 -0.222
C -3.76475 -4.66266 -2.44804 0.461 -0.031 -0.086
C 2.43870 -3.13298 -3.78477 -0.064 -0.140 0.512
S -4.60292 -4.79472 -0.10306 0.160 -0.300 -0.638
O 2.41379 0.10598 -2.71996 1.162 1.690 0.810
H -1.68864 -2.83353 -0.31573 0.013 0.028 -0.589
O 2.80941 6.78194 -0.98222 -1.073 -1.207 -0.633
H 1.79494 -2.72352 2.30085 -0.092 0.146 -0.232
H 1.09572 -2.58241 4.43537 -0.089 0.006 -0.030
C -1.71101 -0.72833 -0.89079 -0.309 -0.481 0.941
H -0.94682 -1.61692 1.49419 0.099 0.075 0.037
P 3.70153 0.53441 -1.80326 -0.169 -1.627 -1.115
C 1.81693 2.55989 -0.00930 0.641 -1.425 -0.450
O 2.15211 -6.12464 -5.00888 0.009 -0.177 -0.099
H -1.71637 3.42221 1.92096 0.059 -0.245 -0.110
C -4.00525 -6.11945 -2.11573 -0.421 -0.096 -0.326
O 2.84619 -4.67725 -6.89822 -0.147 -0.079 -0.139
H 0.38624 -3.70264 1.97924 0.089 0.072 0.013
H -1.59509 -1.32770 3.85990 0.110 0.206 -0.190
H 4.25186 -2.51830 -4.78352 0.019 0.003 0.029
H -0.14141 -0.33455 3.54893 0.010 -0.132 -0.019
H 4.52051 -3.26252 -3.18842 0.072 -0.211 -0.062
P 2.94818 1.11617 0.15653 0.693 0.725 1.103
H -3.23508 -6.77231 -2.51681 0.078 -0.040 0.256
H -3.83880 -0.28386 -0.49017 -0.031 -0.170 0.067
O -4.00553 -6.16347 -0.68260 0.302 0.418 0.108
H 0.75347 -3.15349 -0.25840 0.051 0.097 0.145
H 3.08826 4.91575 5.01628 0.018 0.024 -0.040
H 0.54920 5.72564 -2.66829 0.019 0.045 -0.364
H -0.48064 -0.96693 5.14530 0.054 -0.068 -0.089
C 2.07597 5.05976 3.10487 -0.104 0.413 -0.172
H -3.58477 2.33316 1.84640 -0.023 -0.162 -0.004
C 1.49385 4.78270 -0.74253 -0.405 1.137 -0.498
C 0.12325 -1.71514 1.30028 0.376 -0.418 -0.457
H -4.10850 -4.40162 -3.44557 -0.177 0.125 0.110
H 2.15278 -2.09087 -3.64155 -0.096 -0.187 -0.276
H -3.14006 -1.55680 0.55166 -0.205 -0.070 -0.428
H -0.95483 -0.05198 -0.46475 -0.003 0.152 -0.503
H 2.46009 6.53891 4.65359 -0.245 0.015 0.115
C -1.68179 3.62008 0.84533 0.358 -0.766 -0.551
H 3.31077 3.73005 -1.02006 0.018 -0.165 0.106
S 2.65899 -4.90261 -5.51447 0.173 0.243 0.285
S 0.44861 3.79689 4.51728 0.342 0.400 0.305
C -1.04906 -2.14692 -0.89473 -0.149 0.428 0.149
C 3.91142 -3.28886 -4.08818 0.141 0.476 -0.117
C -3.41247 1.74696 0.93890 0.886 0.055 -0.313
N 0.56173 2.56099 0.44542 -0.864 0.129 0.291
H 0.97265 -1.46199 -0.72202 0.131 -0.155 0.123
H -0.94607 -2.46642 -1.93581 -0.017 -0.315 0.183
H -0.41635 -3.36413 4.05316 -0.009 0.133 0.052
C 2.30590 3.68086 -0.62241 0.500 0.678 -0.252
C -2.53723 2.62272 -0.00878 -1.022 0.473 0.989
H 5.09703 2.13414 -1.81622 0.327 -0.057 -0.269
H 0.56536 -0.71589 1.41430 -0.154 -0.021 0.321
O 4.02039 -4.56153 -4.73438 -0.406 -0.096 0.126
O -5.96996 -4.98969 0.20010 -0.091 0.254 0.301
H 2.12229 0.04508 0.55063 -0.174 0.125 -0.478
H 1.76585 0.80721 -2.54300 -0.447 -0.295 -0.555
O 0.82721 2.66913 5.27975 -0.188 -0.303 -0.147
C -0.52987 -1.20809 4.07973 -0.235 -0.260 0.405
H -2.08419 4.62259 0.70538 0.151 -0.017 0.142
H -2.70893 -4.40072 -2.34701 -0.002 -0.033 -0.020
C 2.27526 5.47384 4.54792 0.506 -0.219 0.087
O -3.67625 -4.26167 0.83208 -0.087 0.004 0.227
O 4.57397 -0.60530 -1.59046 0.005 -0.633 0.543
H -3.05014 0.03005 2.18401 0.189 -0.170 -0.090
H -1.91296 2.03325 -0.68235 -0.141 -0.098 0.031
H 2.15279 -3.71207 -2.90241 0.043 0.031 0.028
O -4.50538 -3.93499 -1.45891 -0.159 -0.241 0.096
H -0.47344 5.60672 -0.34972 0.110 0.032 0.045
C -2.95470 -0.59735 0.06315 1.327 0.089 0.611
H -4.39294 1.58238 0.48905 0.091 -0.183 0.047

***

# 2
92
Properties=species:S:1:pos:R:3:forces:R:3 method="wB97M-V/def2-TZVPD" largest_force_ha_per_bohr=0.0435 total_energy_ev=-1034001.727 lumo_ha=-0.1537 total_charge=+1 homo_energy_ev=-11.20
F 3.22733 -3.77836 -0.72161 0.209 0.060 -0.291
C -0.13783 -2.40737 -0.94053 -1.711 -0.159 0.963
C -1.82912 4.15662 1.33572 0.010 0.172 0.213
O -3.34399 -0.47829 -0.92728 0.681 0.281 -0.296
H 8.79729 -7.96483 -8.82910 0.024 0.025 0.019
H -8.54160 6.44484 10.76609 -0.012 -0.026 -0.040
C -1.27479 -5.07035 -5.56289 0.179 -0.029 0.177
H 5.74932 -4.03418 -3.26820 -0.049 -0.045 0.070
H -0.35083 2.90833 4.03976 -0.015 -0.090 -0.001
Br -2.26159 4.65985 3.16113 -0.094 -0.086 -0.030
C -4.66393 7.49107 6.44629 -0.067 -0.212 0.123
H 0.49667 1.57622 -1.37968 -0.264 0.178 -0.068
H 6.30894 -5.62956 -3.80366 -0.068 -0.060 0.022
C -0.39283 -5.02118 -6.78121 -0.118 -0.042 -0.253
C 2.22832 -4.43293 -0.07550 0.548 0.819 0.162
C -0.65332 -0.95353 -0.78908 0.378 -0.091 0.693
Br 6.10851 -4.09498 -5.72805 -0.014 0.098 0.066
O -2.11423 0.54002 1.03800 0.056 0.376 -0.466
Br -1.39380 -4.52305 -8.36977 0.048 0.055 0.059
C 2.36784 1.54503 -0.25996 -0.691 -0.004 0.283
H -5.90224 6.87411 4.77278 0.006 -0.033 0.051
C 4.20082 -5.35656 -4.01714 0.055 -0.182 0.440
H -1.83011 3.07333 1.29973 0.037 0.008 -0.089
H 0.97242 -0.57387 0.69070 0.018 -0.403 0.381
C -2.77630 4.77621 0.34092 -0.079 -0.124 -0.150
Br 7.76143 -4.30482 -9.30464 -0.004 -0.014 0.090
C 0.86539 1.20808 -0.42309 1.117 -0.171 -0.074
H 1.44566 -2.71047 -2.42355 0.280 -0.036 0.127
H -0.59601 0.52982 5.04564 0.067 -0.007 0.028
C 1.51035 -3.47763 0.84322 -0.732 -0.275 0.311
H -3.83981 8.16639 6.65039 0.011 0.015 -0.064
H -2.38535 4.66681 -0.66859 0.011 0.008 0.005
H -2.99899 -0.37205 -1.82243 -0.373 0.133 -0.057
H 1.87296 3.63474 0.19344 -0.182 0.138 -0.002
Br -8.11133 8.37480 7.48654 -0.037 -0.009 -0.020
H -0.88321 -3.01175 -1.44124 0.391 -0.071 -0.890
H 2.77829 0.77005 0.38616 0.357 -0.164 -0.081
H -0.54169 -3.99235 0.50663 -0.212 -0.132 -0.233
F 0.18583 1.82878 0.58855 -0.457 0.062 0.238
C 0.67191 -0.31430 -0.31593 0.099 1.409 -1.733
H -5.41593 7.59455 7.22388 -0.012 0.021 -0.025
P -2.20043 -0.76726 0.15381 -0.944 -0.332 0.293
H 0.41889 -4.30743 -6.68297 0.013 -0.012 0.063
H -7.57196 6.11518 8.38079 0.025 -0.007 0.050
H -9.31137 6.45016 8.46251 -0.014 0.022 0.033
H 7.66644 -7.18138 -9.94818 0.008 0.053 -0.016
H 2.66883 2.71715 1.49589 -0.250 0.224 0.340
H -8.75792 8.15473 10.34553 -0.024 0.005 -0.043
Br 1.69883 2.36813 5.30998 0.043 -0.034 -0.095
Br -6.35211 7.57814 10.61258 -0.039 0.055 -0.032
C 1.55409 -0.96706 -1.36758 0.090 0.087 0.811
C 0.37304 2.10572 3.91238 0.122 0.094 0.303
Br -1.70432 -3.27987 -4.91857 0.003 0.060 0.077
H -2.92143 1.06831 0.95284 -0.072 0.226 0.085
H 3.58752 3.27124 0.14514 0.167 0.098 -0.119
H 3.97822 -5.94040 -4.90387 -0.008 0.080 -0.059
C 0.08044 -3.11315 0.43453 0.963 0.406 -0.074
Br 2.88803 -3.91065 -3.97372 -0.142 0.115 -0.501
H 9.03141 -5.66228 -7.65461 -0.012 -0.046 0.019
H 0.01513 -6.00760 -6.99057 -0.019 -0.022 0.064
Br 0.83744 -0.69321 3.42460 0.065 -0.017 0.026
H 2.85569 1.50340 -1.22736 0.119 -0.016 -0.186
C 8.81999 -5.82442 -8.70643 0.007 0.150 -0.186
H -2.22120 -5.56793 -5.74525 -0.016 0.031 -0.046
C 8.11422 -7.12900 -8.96164 0.020 -0.097 0.177
H -2.97071 5.82500 0.54064 0.026 0.003 0.059
H -0.76146 -5.55938 -4.73774 0.025 0.013 -0.012
H -0.81688 4.51867 1.16615 -0.011 0.006 -0.062
O -2.52529 -1.93627 0.94172 0.178 -1.005 0.438
H -0.81290 -0.63818 -1.81965 -0.227 0.432 -0.062
H 1.42705 -3.98080 1.80092 -0.024 -0.077 0.200
Br 6.68113 -7.41783 -7.67844 -0.061 -0.078 -0.062
F 2.80050 -5.43597 0.56230 0.144 -0.575 0.318
C -8.20477 7.24992 10.11713 0.211 -0.100 0.142
C -5.27499 7.70102 5.08846 0.086 0.215 -0.083
C -8.32022 6.84520 8.67354 -0.167 0.063 -0.132
H -1.18362 0.73467 3.38365 0.054 -0.020 -0.019
Br -4.51493 3.89084 0.31543 0.182 -0.073 0.092
C -0.30760 0.77259 4.02858 -0.239 0.016 -0.213
H 0.88543 2.22893 2.96638 -0.023 -0.014 -0.092
Br -3.97051 5.67975 6.63806 0.060 0.022 -0.012
H -5.85443 8.62074 5.06661 0.011 0.008 0.065
Br -3.89915 7.91977 3.72843 -0.068 0.043 -0.038
C 2.61619 2.88608 0.43039 0.361 -0.288 -0.234
C 5.60604 -4.82276 -3.99962 0.165 0.080 -0.310
H 2.45013 -0.58517 -1.82511 0.244 0.056 -0.019
N 1.06400 -2.08035 -1.71458 -0.106 -1.170 -0.239
H -0.27587 -2.43623 1.19822 -0.182 -0.007 0.235
H 4.00243 -5.95359 -3.12916 -0.014 0.045 0.020
H 2.12174 -2.60706 1.03945 0.310 0.186 -0.183
F 1.43484 -4.94270 -1.01945 -0.421 -0.260 -0.421
H 9.74603 -5.77469 -9.27465 -0.011 -0.037 -0.020

***

# 3
101
Properties=species:S:1:pos:R:3:forces:R:3 method="wB97M-V/def2-TZVPD" largest_force_ha_per_bohr=0.1054 s_squared=0.751 total_energy_ev=-120459.906 spin_multiplicity=2 lumo_ha="-0.0063 / -0.0059" homo_energy_ev="-2.86 / -7.47"
H 0.89837 -3.91432 4.20196 -0.183 -0.340 -0.247
Cl -1.80567 3.41459 -4.19043 -0.068 -0.067 -0.186
C 0.14911 -4.16148 1.73351 2.404 1.172 4.284
H -2.26953 4.49370 -2.14014 0.082 0.012 -0.237
H -0.75565 -4.06363 4.86004 -0.090 0.150 -0.251
H 2.30326 -3.09759 0.34587 0.102 -0.572 0.328
C 0.40628 2.99833 4.31425 0.406 1.460 0.844
H -2.18360 -0.79999 -2.64723 0.259 -0.563 -0.497
H 1.73217 -4.25476 -4.93941 -0.099 -0.195 0.186
H 4.01523 3.77061 1.63925 0.709 0.233 -0.625
O -0.71479 -3.86615 2.80343 1.343 -1.022 -2.196
F 0.21405 -4.26728 -0.57440 1.173 2.463 -1.708
O 3.58510 -2.75735 -2.97764 0.258 2.987 -3.360
C -4.86247 2.24993 1.04848 4.272 -0.361 -3.312
H -1.03888 -1.55912 4.26794 -0.080 -0.022 -0.025
C -1.94430 3.49368 -2.42700 0.479 -0.078 0.629
C -6.23633 2.89491 1.31915 -0.657 -0.890 -0.385
C -2.40346 -1.91645 -5.07266 0.717 -0.176 3.536
F -7.20274 1.94523 1.10364 0.732 1.074 -0.363
H 3.22932 1.04952 -1.60985 1.041 -0.259 -0.749
C -2.49684 -2.19652 -6.58101 -0.572 -0.542 0.727
C -2.60341 1.60036 3.15669 -1.991 0.635 -0.934
F 4.93657 1.29440 6.93881 -0.077 -0.787 0.233
H 0.28476 0.91550 4.76289 0.527 -0.223 0.122
O -4.03353 2.63721 0.16463 -3.629 -0.877 3.666
F -2.85916 -1.18954 -7.33986 -0.434 0.588 -0.126
O 3.61489 2.68976 4.73402 0.264 -0.303 1.692
F 4.70999 -0.00514 -3.70185 0.246 1.159 0.537
H 1.14560 -2.65174 -3.18744 -0.544 0.298 0.068
H -2.66192 0.74028 1.12266 -0.495 -0.104 -0.161
H 1.62208 0.54161 -1.94785 -0.768 -2.515 -0.100
C -0.46612 -4.72854 0.42113 -0.220 -0.566 0.168
C 3.47752 -1.93500 -3.92497 -3.687 -2.915 1.383
F -3.31345 -3.23721 -6.80598 -0.069 0.270 0.051
O 1.92884 1.63860 5.77554 0.390 0.259 0.487
H 0.24068 -1.63631 -4.40017 0.346 0.171 0.321
N 2.56303 -2.54852 -0.46106 0.650 0.138 0.540
H -0.30528 -1.17441 0.62719 0.304 -0.660 0.623
H -2.72214 2.80913 -2.08871 0.145 -0.105 -0.123
C 4.66645 -1.06985 -4.46580 -1.432 -0.827 -0.110
C 1.06749 1.65174 4.58018 0.184 0.951 -0.630
H 2.93215 -3.03700 -1.26432 0.119 -0.426 -0.204
H 2.92959 2.54504 1.47474 -2.267 -0.768 -0.623
H -1.70867 0.69383 -3.36289 -0.013 0.002 -0.399
H 1.77076 -1.98714 -0.73902 -2.233 1.228 -0.993
H 1.66488 1.42561 3.69696 0.051 -0.477 0.156
H -4.20783 1.03248 -3.98375 -0.027 0.113 0.247
H 1.94014 1.62704 -1.05522 -0.657 1.537 2.164
H 1.05554 3.84564 4.53480 0.693 -0.204 0.198
F 5.75291 -1.78217 -4.27996 0.740 -0.097 -0.454
H -3.86051 0.82575 -2.19696 -0.307 0.219 -0.086
H 1.50636 -0.10461 1.54658 0.440 -0.586 0.264
C 0.90072 -3.57803 -5.13645 0.593 0.616 0.278
C -3.30503 0.77038 2.00221 2.660 -0.739 2.069
C 3.15252 2.19051 5.74287 -2.113 -0.206 -2.600
C 0.83670 0.58746 1.03600 0.297 0.072 -0.069
H -2.41198 2.62543 2.83939 0.456 -0.069 -0.094
C -0.12557 -3.54641 4.13645 0.527 1.161 -0.995
F -1.28375 -2.55399 -6.92396 1.364 -0.432 -0.753
O 1.38234 -3.99904 1.86528 -3.563 -0.607 -1.141
H -3.38412 -0.19020 2.51125 -0.037 -0.410 -0.822
F 3.04473 1.64808 8.08371 1.491 0.433 -1.344
H 2.07956 1.92424 -2.68595 0.945 0.450 -0.232
C -2.44262 -0.10752 -3.44816 -0.006 0.667 1.614
C 3.88913 2.08172 7.07761 -0.548 0.595 1.122
H -1.73857 1.14708 3.64113 -0.097 -0.160 -0.515
H 0.62778 -1.48989 3.70045 0.179 -0.226 0.139
C 1.06173 -2.33176 -4.22604 -0.760 -2.350 0.203
H -0.98196 0.11877 -0.13496 -0.335 0.841 -0.231
O 1.55681 1.75404 0.73681 -0.572 -0.479 -1.151
H 3.76738 2.78555 2.90123 -0.257 -0.216 0.632
H -4.43827 -0.54373 -3.15697 -0.506 0.216 0.015
F -6.35883 3.20543 2.61762 0.247 0.675 -0.695
H -0.42360 3.23780 4.97913 -0.370 -0.502 -0.195
C -0.62940 3.18795 -1.70356 -0.540 0.455 0.308
H 3.20084 -1.80902 -0.20329 0.885 0.260 0.418
H 0.17342 3.24710 3.27888 -0.309 -0.893 -0.138
C -3.85333 0.37544 -3.18957 0.403 -0.597 0.015
N 2.30299 1.28746 -1.93449 -0.783 0.547 -0.117
O -4.64032 1.12905 1.78176 -1.518 2.411 -0.389
F -1.73830 -4.45163 0.28197 -0.773 0.509 0.302
F -6.41609 3.95454 0.49336 -0.075 -1.176 1.373
H 0.05484 0.80174 1.76461 -0.476 0.197 0.649
H -3.40968 1.70130 3.88322 0.151 -0.058 0.474
Cl 0.66732 4.30480 -2.15646 0.441 0.414 -0.424
O -2.19263 -2.81186 -4.25570 -0.827 1.539 -2.078
H -0.20585 2.19008 -1.81738 -0.572 -0.062 0.060
H 4.41074 2.06852 1.57562 1.362 -0.406 -0.707
F 4.37821 3.28415 7.41510 -0.528 -0.137 0.106
H 0.22642 -1.92541 5.42710 0.289 0.362 -0.051
C -0.05186 -2.00867 4.37652 -0.834 -1.255 -0.069
F 4.54247 -0.67031 -5.74377 0.122 -0.575 0.716
N 3.80864 2.81495 1.89250 0.039 0.681 0.779
O -2.39042 -0.60589 -4.76171 -0.046 -1.334 -2.222
O 0.52943 -0.72752 -1.23116 0.746 0.358 1.280
H 1.03262 -3.26338 -6.17167 -0.320 -0.025 -0.049
O 2.26106 -1.71137 -4.57810 4.609 1.599 0.196
H -0.05283 -4.08522 -4.98943 0.108 0.133 -0.004
F -0.31209 -6.02714 0.21951 -0.228 -1.648 1.676
C 0.00435 -0.31261 0.03597 0.628 0.404 -1.793
H -0.79272 3.44422 -0.65678 -0.028 -0.627 0.084